{"formula": "C15H26NS4SbSiTc", "method": "wB97M-V/def2-TZVPD", "relative_energy_ev": 0.5285, "total_charge": 1, "symbols": ["Tc", "S", "Sb", "S", "S", "S", "N", "C", "C", "C", "C", "C", "C", "H", "H", "H", "H", "H", "C", "Si", "C", "C", "C", "C", "C", "C", "C", "C", "H", "H", "H", "H", "H", "H", "H", "H", "H", "H", "H", "H", "H", "H", "H", "H", "H", "H", "H", "H", "H"], "xyz": [[-0.052, -1.069, 0.449], [-3.427, -2.541, 3.185], [-1.197, -2.767, 3.163], [-0.260, -0.390, 2.512], [-0.576, -3.181, 0.622], [0.563, -3.711, 4.183], [-1.053, -0.262, -0.709], [-2.160, 0.154, -1.358], [-3.047, 1.030, -0.695], [-4.247, 1.353, -1.285], [-4.566, 0.849, -2.543], [-3.670, 0.030, -3.226], [-2.474, -0.326, -2.645], [-2.774, 1.401, 0.285], [-4.941, 2.004, -0.772], [-5.519, 1.093, -2.992], [-3.916, -0.332, -4.215], [-1.773, -0.972, -3.158], [3.004, -2.472, 0.772], [2.354, -1.067, -0.321], [3.212, 0.592, 0.166], [2.838, 1.738, -0.785], [2.854, 1.009, 1.596], [4.724, 0.334, 0.091], [2.236, -1.609, -2.172], [1.752, -0.466, -3.074], [3.634, -2.060, -2.615], [1.269, -2.791, -2.319], [4.079, -2.601, 0.616], [2.518, -3.419, 0.542], [2.849, -2.265, 1.833], [1.756, 1.881, -0.845], [3.221, 1.567, -1.791], [3.281, 2.667, -0.418], [1.818, 1.338, 1.667], [3.483, 1.855, 1.886], [3.022, 0.211, 2.323], [5.036, -0.006, -0.899], [5.049, -0.403, 0.828], [5.249, 1.269, 0.303], [2.497, 0.324, -3.159], [0.823, -0.022, -2.706], [1.569, -0.853, -4.080], [4.368, -1.257, -2.531], [3.595, -2.367, -3.663], [3.990, -2.913, -2.032], [0.237, -2.500, -2.104], [1.528, -3.630, -1.670], [1.299, -3.152, -3.350]], "forces_ev_per_angstrom": [[-2.27, -0.57, 0.82], [1.15, -0.13, -0.01], [-0.12, -0.28, 0.33], [0.21, 0.20, -1.03], [0.22, 1.09, -0.62], [-0.84, 0.43, -0.36], [1.70, -1.19, 1.31], [-0.86, 0.56, -0.29], [0.34, -0.21, 0.00], [-0.14, 0.12, -0.03], [0.10, -0.05, 0.04], [-0.11, 0.07, -0.06], [0.28, -0.12, 0.17], [-0.04, 0.01, 0.00], [0.01, -0.03, 0.00], [0.03, 0.04, -0.02], [0.00, -0.03, 0.02], [-0.01, -0.02, 0.03], [-0.10, 0.19, -0.14], [0.78, -0.17, -0.18], [-0.40, -0.10, -0.17], [0.04, -0.12, 0.04], [0.07, -0.04, -0.06], [0.00, -0.14, -0.05], [-0.16, 0.25, 0.29], [0.06, -0.06, 0.07], [0.08, 0.04, 0.12], [0.07, 0.02, 0.04], [-0.02, 0.10, -0.05], [-0.02, 0.00, -0.01], [-0.03, 0.00, -0.01], [0.01, 0.04, -0.03], [-0.01, 0.08, 0.04], [-0.01, 0.02, 0.01], [-0.01, 0.03, 0.06], [0.02, 0.00, -0.01], [-0.05, 0.00, 0.01], [0.05, 0.04, 0.05], [0.02, 0.02, -0.02], [0.01, 0.01, -0.01], [-0.06, -0.03, -0.05], [0.01, 0.02, -0.06], [-0.02, -0.01, -0.01], [0.00, -0.05, -0.06], [0.01, 0.00, -0.01], [0.02, 0.01, -0.02], [-0.01, -0.04, -0.06], [-0.02, 0.01, 0.00], [0.01, 0.00, -0.01]], "nbo_charge": [0.430, -0.477, 1.296, -0.183, -0.147, -0.491, -0.302, 0.104, -0.159, -0.209, -0.124, -0.197, -0.170, 0.235, 0.241, 0.237, 0.238, 0.233, -1.219, 1.724, -0.529, -0.608, -0.612, -0.617, -0.535, -0.611, -0.616, -0.612, 0.263, 0.255, 0.263, 0.206, 0.213, 0.224, 0.204, 0.228, 0.217, 0.212, 0.219, 0.232, 0.219, 0.203, 0.221, 0.213, 0.229, 0.219, 0.196, 0.218, 0.229]}

{"formula": "C15H27Cl9O4", "method": "wB97M-V/def2-TZVPD", "relative_energy_ev": 0.0000, "smiles": "ClC(Cl)Cl.ClC(Cl)Cl.ClC(Cl)Cl.CC(C)=O.CC(C)=O.CC(C)=O.CC(C)=O", "symbols": ["Cl", "C", "Cl", "Cl", "H", "Cl", "C", "Cl", "Cl", "H", "Cl", "C", "Cl", "Cl", "H", "C", "C", "C", "O", "H", "H", "H", "H", "H", "H", "C", "C", "C", "O", "H", "H", "H", "H", "H", "H", "C", "C", "C", "O", "H", "H", "H", "H", "H", "H", "C", "C", "C", "O", "H", "H", "H", "H", "H", "H"], "xyz": [[8.027, 13.469, 5.938], [8.350, 14.038, 7.575], [7.088, 13.559, 8.744], [8.672, 15.792, 7.682], [9.312, 13.655, 7.873], [15.034, 7.977, 7.445], [13.900, 7.970, 8.779], [14.562, 7.169, 10.117], [12.302, 7.310, 8.312], [13.637, 8.992, 9.060], [10.128, 11.685, 11.089], [10.702, 11.723, 9.449], [9.803, 10.681, 8.340], [12.423, 11.298, 9.518], [10.662, 12.784, 9.149], [11.284, 16.903, 9.531], [11.225, 15.793, 10.562], [10.183, 15.816, 11.624], [12.086, 14.891, 10.433], [12.016, 17.621, 9.863], [10.241, 17.400, 9.465], [11.602, 16.435, 8.646], [9.421, 15.066, 11.317], [9.704, 16.843, 11.691], [10.571, 15.591, 12.610], [12.320, 12.361, 6.251], [12.149, 13.674, 6.914], [13.374, 14.612, 6.917], [11.106, 14.012, 7.390], [12.470, 12.560, 5.177], [11.467, 11.669, 6.291], [13.188, 11.844, 6.563], [13.276, 15.371, 7.718], [13.491, 15.159, 5.957], [14.334, 14.163, 7.144], [18.346, 11.926, 8.562], [16.863, 11.674, 8.647], [16.415, 10.477, 9.480], [16.065, 12.386, 8.146], [18.583, 12.882, 8.106], [18.754, 11.138, 7.933], [18.886, 11.748, 9.519], [16.768, 10.632, 10.544], [17.005, 9.643, 9.172], [15.377, 10.241, 9.321], [12.993, 12.145, 13.119], [14.084, 11.115, 12.919], [13.673, 9.708, 13.277], [15.193, 11.389, 12.515], [12.102, 11.536, 13.288], [12.904, 12.679, 12.180], [13.225, 12.837, 13.980], [13.020, 9.397, 12.464], [13.176, 9.749, 14.233], [14.509, 9.010, 13.362]], "forces_ev_per_angstrom": [[-0.11, 0.24, 0.32], [0.07, 0.37, 0.45], [0.33, 0.10, -0.46], [-0.63, -0.14, -0.32], [-0.33, -0.55, -0.03], [-0.03, 0.04, -0.41], [-1.29, 0.99, -0.73], [0.50, -0.78, 1.31], [0.29, -0.15, -0.08], [0.43, -0.17, -0.16], [-0.81, -0.21, 0.52], [0.47, 0.73, -0.01], [0.10, 0.28, 0.32], [0.24, -0.04, -0.39], [0.00, -0.77, -0.21], [-2.62, 0.57, 1.56], [2.82, -1.53, -1.15], [-1.11, 1.03, -0.05], [-2.23, 1.55, 0.87], [0.23, 0.41, 0.12], [1.85, -0.61, -0.21], [0.18, -0.24, -1.35], [0.27, 0.46, 0.40], [0.41, -1.31, -0.21], [0.16, -0.40, 0.03], [-0.84, -0.45, -1.55], [2.06, 0.18, -0.36], [-0.22, 0.95, 0.42], [-0.78, 0.60, 0.64], [0.09, 0.07, 0.17], [0.07, 0.54, 0.34], [1.08, -0.39, 0.50], [-0.37, -0.36, -0.49], [-0.29, -0.46, 0.39], [-0.02, -0.72, -0.22], [0.61, -0.69, 0.36], [0.85, -1.34, 1.94], [1.58, 0.75, 0.70], [-1.57, 1.59, -1.43], [-0.08, 0.09, 0.18], [0.08, -0.11, -0.36], [-0.58, 0.45, -0.42], [-1.02, 0.02, -0.93], [0.41, -0.91, -0.39], [-0.32, 0.27, 0.38], [0.35, -0.31, 0.42], [0.85, 0.19, 0.42], [0.78, 0.03, -0.21], [-0.24, -0.01, -0.03], [-0.27, 0.70, 0.21], [-0.14, 0.47, 0.04], [-0.28, -0.77, -0.98], [-0.42, -0.31, 0.18], [-0.58, -0.20, 0.17], [0.02, 0.27, -0.24]], "nbo_charge": [0.022, -0.276, 0.000, -0.009, 0.249, 0.024, -0.318, 0.061, -0.004, 0.235, 0.028, -0.301, 0.032, -0.006, 0.254, -0.711, 0.601, -0.728, -0.584, 0.238, 0.214, 0.247, 0.256, 0.222, 0.244, -0.739, 0.651, -0.744, -0.612, 0.241, 0.236, 0.248, 0.237, 0.235, 0.259, -0.726, 0.609, -0.716, -0.559, 0.236, 0.231, 0.232, 0.261, 0.220, 0.209, -0.733, 0.608, -0.723, -0.561, 0.211, 0.262, 0.243, 0.236, 0.223, 0.230]}

{"formula": "C15H27F3NO7S2", "method": "wB97M-V/def2-TZVPD", "relative_energy_ev": 0.0000, "total_charge": -1, "symbols": ["C", "C", "C", "S", "O", "O", "N", "S", "O", "O", "C", "C", "C", "C", "C", "C", "C", "O", "C", "H", "H", "H", "H", "H", "H", "H", "H", "H", "H", "H", "H", "H", "H", "H", "H", "H", "H", "H", "H", "H", "H", "C", "C", "O", "C", "O", "C", "F", "F", "F", "H", "H", "H", "H", "H"], "xyz": [[4.163, -4.003, 0.435], [4.628, -3.008, 1.184], [5.938, -2.322, 0.920], [6.117, -0.683, 1.665], [4.994, -0.539, 2.581], [7.433, -0.672, 2.260], [6.108, 0.399, 0.507], [4.855, 0.541, -0.461], [5.142, 1.601, -1.399], [4.450, -0.731, -1.035], [3.472, 1.110, 0.548], [2.253, 0.199, 0.495], [1.209, 0.584, 1.550], [0.225, -0.565, 1.838], [-1.206, -0.071, 2.044], [-2.212, -1.167, 2.410], [-2.174, -2.379, 1.492], [-2.352, -2.021, 0.135], [-3.683, -1.963, -0.318], [3.264, -4.544, 0.709], [4.652, -4.290, -0.490], [4.061, -2.652, 2.037], [6.746, -2.900, 1.372], [6.121, -2.230, -0.149], [3.819, 1.235, 1.572], [3.228, 2.098, 0.154], [1.799, 0.278, -0.497], [2.555, -0.841, 0.628], [1.738, 0.849, 2.469], [0.636, 1.447, 1.197], [0.553, -1.100, 2.735], [0.258, -1.272, 1.005], [-1.197, 0.661, 2.858], [-1.531, 0.436, 1.132], [-2.038, -1.497, 3.441], [-3.221, -0.740, 2.385], [-2.936, -3.108, 1.799], [-1.209, -2.884, 1.555], [-4.383, -2.409, 0.396], [-3.761, -2.511, -1.260], [-3.985, -0.928, -0.502], [-5.088, 4.054, -4.719], [-4.348, 2.794, -4.331], [-3.917, 2.843, -2.953], [-4.830, 2.550, -2.043], [-5.973, 2.248, -2.228], [-4.190, 2.599, -0.636], [-3.452, 3.699, -0.473], [-3.401, 1.532, -0.473], [-5.129, 2.579, 0.305], [-4.470, 4.932, -4.530], [-5.331, 4.022, -5.781], [-6.014, 4.153, -4.156], [-3.426, 2.683, -4.897], [-4.958, 1.904, -4.479]], "forces_ev_per_angstrom": [[0.06, 0.20, 0.07], [-0.10, -0.10, -0.23], [-0.10, -0.16, -0.04], [0.03, 0.05, 0.01], [-0.02, -0.01, 0.02], [0.00, -0.01, 0.02], [-0.01, -0.12, -0.04], [-0.02, 0.07, -0.02], [0.01, 0.04, 0.01], [0.01, -0.02, 0.01], [-0.29, 0.26, -0.04], [-0.05, 0.16, 0.06], [0.04, -0.40, -0.16], [-0.01, 0.18, 0.03], [0.16, -0.22, 0.10], [-0.06, 0.14, -0.02], [0.02, 0.07, 0.13], [0.05, -0.26, -0.13], [-0.07, 0.10, -0.05], [-0.06, 0.13, -0.07], [0.07, -0.10, 0.11], [0.15, -0.14, 0.13], [0.02, 0.07, 0.04], [0.03, 0.04, 0.04], [0.13, -0.15, -0.05], [0.05, 0.00, -0.02], [0.02, -0.22, -0.02], [0.07, 0.04, 0.04], [-0.15, 0.18, 0.03], [0.14, 0.14, 0.14], [0.02, -0.12, -0.09], [-0.04, 0.00, 0.00], [-0.09, 0.13, -0.13], [-0.02, 0.04, 0.05], [0.02, -0.08, -0.04], [-0.01, -0.03, 0.06], [-0.02, 0.02, -0.05], [0.02, 0.07, -0.02], [0.03, 0.01, 0.02], [0.02, 0.01, 0.01], [-0.04, -0.01, 0.06], [-0.01, 0.05, 0.11], [-0.01, -0.05, -0.20], [-0.02, 0.01, 0.05], [0.03, -0.02, 0.01], [0.02, 0.02, 0.00], [-0.02, 0.01, -0.07], [0.00, 0.02, 0.01], [0.03, 0.01, 0.04], [-0.02, -0.02, 0.01], [0.02, -0.01, -0.04], [0.01, 0.00, -0.01], [-0.01, -0.03, -0.02], [0.03, 0.01, 0.06], [-0.03, 0.02, 0.07]], "nbo_charge": [-0.422, -0.150, -0.733, 2.313, -1.015, -0.982, -1.243, 2.313, -0.984, -1.007, -0.681, -0.395, -0.391, -0.400, -0.391, -0.421, -0.057, -0.549, -0.246, 0.186, 0.185, 0.221, 0.243, 0.264, 0.253, 0.225, 0.201, 0.226, 0.202, 0.186, 0.194, 0.203, 0.196, 0.202, 0.199, 0.194, 0.158, 0.189, 0.163, 0.177, 0.173, -0.639, -0.077, -0.473, 0.696, -0.551, 0.899, -0.306, -0.306, -0.303, 0.217, 0.220, 0.224, 0.201, 0.198]}

{"formula": "C15H27FN2O5S", "method": "wB97M-V/def2-TZVPD", "energy_ev": -42760.896, "smiles": "C=CC(=O)OCCCCCCN(CCN(CC)C(C)=O)S(=O)(=O)F", "symbols": ["C", "C", "C", "O", "O", "C", "C", "C", "C", "C", "C", "N", "C", "C", "N", "C", "C", "C", "C", "O", "S", "O", "O", "F", "H", "H", "H", "H", "H", "H", "H", "H", "H", "H", "H", "H", "H", "H", "H", "H", "H", "H", "H", "H", "H", "H", "H", "H", "H", "H", "H"], "xyz": [[-2.578, -2.469, -6.743], [-2.463, -2.904, -5.509], [-2.487, -1.930, -4.338], [-1.790, -0.991, -4.313], [-3.405, -2.205, -3.346], [-2.761, -2.881, -2.233], [-1.949, -1.885, -1.342], [-2.452, -1.938, 0.143], [-1.952, -0.728, 0.999], [-0.923, -1.156, 2.099], [0.518, -0.624, 1.868], [1.135, -0.002, 3.073], [2.215, 0.944, 2.727], [1.681, 2.323, 2.244], [1.828, 2.537, 0.792], [3.238, 2.500, 0.337], [3.312, 1.573, -0.935], [1.201, 3.715, 0.336], [0.272, 4.573, 1.232], [1.338, 4.077, -0.792], [1.680, -1.152, 4.147], [1.100, -2.431, 3.914], [3.105, -1.234, 4.186], [1.160, -0.603, 5.551], [-2.709, -1.398, -6.948], [-2.588, -3.160, -7.592], [-2.323, -3.966, -5.266], [-2.096, -3.680, -2.608], [-3.589, -3.275, -1.622], [-0.887, -2.189, -1.369], [-2.091, -0.848, -1.681], [-2.129, -2.909, 0.565], [-3.560, -1.952, 0.120], [-2.849, -0.332, 1.513], [-1.570, 0.096, 0.367], [-1.306, -0.871, 3.097], [-0.868, -2.259, 2.126], [0.513, 0.157, 1.085], [1.176, -1.447, 1.519], [2.858, 1.141, 3.602], [2.881, 0.457, 1.985], [2.164, 3.139, 2.819], [0.596, 2.320, 2.463], [3.591, 3.487, -0.021], [3.950, 2.187, 1.117], [2.453, 0.878, -0.833], [3.123, 2.140, -1.859], [4.224, 0.955, -0.966], [-0.597, 3.922, 1.475], [0.749, 4.891, 2.172], [-0.137, 5.405, 0.644]], "forces_ev_per_angstrom": [[-0.21, 0.32, -0.90], [-0.03, -0.30, 1.41], [-1.27, -2.01, -0.91], [1.35, 2.13, 0.25], [0.53, -0.72, -0.09], [0.09, 0.96, 0.57], [-0.47, -0.53, 0.75], [0.20, 0.17, -0.88], [-0.43, -0.67, 0.55], [0.03, -0.11, -0.16], [-0.40, -0.31, -0.19], [0.28, -0.35, 0.67], [0.84, 0.64, -0.09], [-0.55, -0.61, 0.08], [0.50, 1.38, 1.53], [0.54, -0.47, -2.14], [-0.58, -0.38, 0.94], [-1.02, 0.42, 0.81], [-0.40, -1.39, 0.15], [0.64, 0.27, -1.57], [1.05, -1.60, -0.41], [-1.50, 0.66, 0.22], [-0.02, 1.43, 0.61], [0.35, -0.13, -1.22], [0.09, -0.50, 0.05], [0.07, 0.32, 0.32], [-0.27, 0.41, -0.12], [-0.48, 0.11, 0.14], [0.36, -0.17, -0.50], [-0.31, 0.56, -0.06], [0.25, -0.51, -0.25], [-0.21, 0.51, 0.08], [0.52, 0.06, 0.03], [0.50, -0.01, -0.22], [-0.08, -0.48, 0.20], [0.42, 0.09, -0.46], [-0.06, 0.52, 0.04], [0.08, -0.23, 0.50], [-0.30, 0.44, -0.01], [-0.48, -0.34, -0.25], [-0.34, 0.38, 0.22], [-0.19, -0.44, -0.17], [0.59, 0.19, 0.06], [-0.44, -0.24, 0.55], [-0.63, -0.11, -0.08], [0.52, 0.17, -0.17], [0.36, -0.17, 0.38], [-0.19, 0.48, -0.21], [0.40, 0.44, 0.19], [-0.24, -0.04, -0.38], [0.55, -0.23, 0.17]], "nbo_charge": [-0.334, -0.315, 0.779, -0.523, -0.547, -0.068, -0.436, -0.390, -0.410, -0.419, -0.232, -0.668, -0.247, -0.235, -0.477, -0.238, -0.620, 0.704, -0.722, -0.579, 2.508, -0.909, -0.914, -0.467, 0.210, 0.206, 0.216, 0.174, 0.197, 0.202, 0.233, 0.198, 0.199, 0.214, 0.205, 0.223, 0.222, 0.225, 0.207, 0.239, 0.209, 0.192, 0.222, 0.214, 0.200, 0.209, 0.232, 0.208, 0.226, 0.225, 0.250]}